[1]
# C39H57Br3Cl9NO27Zr

A molecular structure, C39H57Br3Cl9NO27Zr at a distorted geometry (the ωB97M-V functional and the def2-TZVPD basis, the OMol25 dataset).

Values from the calculation:
Net charge   +2
Kohn-Sham gap   5.4 eV
LUMO   -0.2973 Ha

Each line ends with the Löwdin charge.
Geometry (Å):
1 Zr -26.6178 -14.9726 1.9267  2.150
2 C -27.2431 -16.4377 6.2312  -0.002
3 C -26.8448 -14.8760 6.2782  -0.341
4 C -26.6069 -14.6300 7.8623  -0.073
5 C -25.6873 -13.4422 8.1664  -0.176
6 C -24.5049 -13.4549 7.2416  -0.162
7 C -24.6927 -13.5866 5.7122  -0.425
8 N -25.6214 -14.6574 5.4146  0.019
9 O -25.7924 -14.8074 3.9721  -0.253
10 C -23.2530 -13.9129 5.1333  0.009
11 C -25.0851 -12.1218 5.2930  -0.036
12 C -28.0330 -13.9557 5.8414  -0.007
13 H -27.5485 -16.8065 5.2520  0.060
14 H -28.0480 -16.8306 6.8524  0.066
15 H -26.4102 -17.0589 6.5605  0.054
16 H -26.0529 -15.4889 8.2410  0.106
17 H -27.5614 -14.4382 8.3524  0.124
18 H -25.3055 -13.4322 9.1874  0.111
19 H -26.1401 -12.4510 8.1416  0.064
20 H -23.7472 -14.1598 7.5838  0.080
21 H -24.0659 -12.4755 7.4318  0.061
22 H -22.9956 -14.9290 5.4322  0.057
23 H -22.4471 -13.2796 5.5042  0.090
24 H -23.2642 -13.9804 4.0454  0.052
25 H -24.3256 -11.3400 5.2925  0.067
26 H -25.9006 -11.6526 5.8433  0.052
27 H -25.3746 -12.1069 4.2423  0.045
28 H -28.3787 -13.9748 4.8078  0.052
29 H -27.7654 -12.9018 5.7649  0.059
30 H -28.9209 -14.0740 6.4625  0.081
31 C -30.1159 -17.1546 2.8083  0.073
32 C -28.8569 -16.3003 2.5195  -0.605
33 O -28.8045 -15.0552 2.3926  -0.098
34 O -27.7075 -16.7662 2.4835  -0.107
35 H -30.3600 -17.3248 3.8568  0.101
36 H -30.0408 -18.1448 2.3590  0.103
37 H -31.0444 -16.6948 2.4696  0.098
38 C -23.1255 -8.5544 9.0757  -1.453
39 Br -22.6683 -9.0120 10.9956  0.522
40 Br -23.8211 -6.7308 9.1858  0.562
41 Br -24.4439 -9.8786 8.4492  0.602
42 H -22.2615 -8.6348 8.4160  -0.034
43 C -27.8972 -17.0828 10.6353  -1.437
44 Cl -29.4447 -16.2600 11.1960  0.537
45 Cl -28.0848 -18.3927 9.4353  0.510
46 Cl -26.9279 -17.7057 12.0278  0.522
47 H -27.2930 -16.3179 10.1474  -0.031
48 C -23.7952 -8.0586 4.1619  -1.461
49 Cl -25.3033 -8.9404 3.8149  0.624
50 Cl -23.9994 -6.8344 5.4320  0.541
51 Cl -23.0521 -7.1752 2.7785  0.526
52 H -23.0520 -8.7778 4.5064  0.017
53 C -23.6734 -17.7708 7.2783  -1.424
54 Cl -24.2844 -18.8485 8.6226  0.523
55 Cl -23.0320 -18.7244 5.9063  0.552
56 Cl -22.4166 -16.5789 7.7858  0.565
57 H -24.5165 -17.1595 6.9563  -0.038
58 C -21.2931 -15.6224 2.3521  -0.087
59 C -19.7910 -15.3483 2.4152  -0.153
60 O -19.4845 -15.6113 3.7399  0.041
61 C -20.5212 -16.3365 4.3504  -0.529
62 O -20.4745 -16.7551 5.4742  0.085
63 O -21.5705 -16.4526 3.5218  0.041
64 H -21.4582 -16.3032 1.5170  0.134
65 H -21.8329 -14.6754 2.3611  0.104
66 H -19.4185 -14.3501 2.1849  0.136
67 H -19.2499 -16.0821 1.8179  0.136
68 C -27.9831 -10.1015 7.6700  -0.116
69 C -28.6226 -10.6480 8.8937  -0.086
70 O -29.9122 -11.0962 8.4308  0.100
71 C -30.2156 -10.4441 7.3470  -0.591
72 O -31.3247 -10.5475 6.8156  0.110
73 O -29.1723 -9.7635 6.8966  0.061
74 H -27.3965 -10.8575 7.1480  0.088
75 H -27.4466 -9.1814 7.9018  0.119
76 H -28.7007 -9.8913 9.6744  0.150
77 H -27.9613 -11.4277 9.2716  0.132
78 C -28.3438 -9.4656 2.3195  -0.121
79 C -28.5458 -9.7237 3.7787  -0.157
80 O -28.2551 -11.0836 3.9162  0.061
81 C -27.7173 -11.6079 2.7516  -0.435
82 O -27.2117 -12.7207 2.5916  -0.027
83 O -27.7848 -10.6550 1.8280  0.100
84 H -27.6904 -8.5939 2.2838  0.121
85 H -29.3142 -9.3211 1.8446  0.150
86 H -29.5783 -9.5449 4.0789  0.149
87 H -27.8361 -9.0578 4.2696  0.084
88 C -31.4608 -13.6846 4.5136  -0.172
89 C -32.8903 -13.2850 4.7538  -0.138
90 O -33.6030 -14.4842 4.7624  0.082
91 C -32.7498 -15.5229 4.9939  -0.481
92 O -33.0460 -16.6666 5.2478  0.166
93 O -31.4744 -14.9604 5.0525  0.013
94 H -30.7700 -13.0723 5.0933  0.114
95 H -31.2146 -13.4985 3.4682  0.127
96 H -33.1512 -12.6683 3.8937  0.138
97 H -33.1342 -12.7426 5.6673  0.125
98 C -22.4144 -11.6170 -0.1147  -0.038
99 C -22.8304 -10.6233 0.9319  -0.061
100 O -23.5653 -11.4865 1.8487  0.096
101 C -23.9387 -12.5858 1.2680  -0.613
102 O -24.8397 -13.3084 1.6541  -0.014
103 O -23.2843 -12.7577 0.1817  0.125
104 H -21.3423 -11.7967 -0.0349  0.145
105 H -22.6687 -11.2103 -1.0935  0.147
106 H -23.4448 -9.8124 0.5405  0.141
107 H -21.9207 -10.2691 1.4168  0.143
108 C -22.3681 -13.1071 11.4495  -0.071
109 C -22.9482 -13.5111 12.8345  -0.126
110 O -23.9068 -14.4009 12.4970  0.109
111 C -23.8775 -14.7738 11.2435  -0.560
112 O -24.6161 -15.6994 10.8185  0.055
113 O -22.9517 -14.1039 10.6034  0.038
114 H -21.2899 -13.1300 11.2910  0.130
115 H -22.8320 -12.1901 11.0862  0.094
116 H -23.2128 -12.5507 13.2771  0.140
117 H -22.1848 -14.0108 13.4308  0.142
118 C -19.8227 -13.1727 8.6403  -0.120
119 C -19.4714 -13.3075 7.2071  -0.064
120 O -20.1458 -12.1811 6.5947  0.131
121 C -20.6176 -11.4575 7.4827  -0.663
122 O -21.0564 -10.3273 7.2250  0.081
123 O -20.1910 -11.8168 8.6631  0.101
124 H -18.9593 -13.4376 9.2507  0.151
125 H -20.6583 -13.7941 8.9625  0.120
126 H -19.8599 -14.2834 6.9159  0.123
127 H -18.4024 -13.3524 6.9993  0.148
128 C -31.5735 -14.1419 8.6003  -0.150
129 C -32.8775 -13.3700 8.8393  -0.079
130 O -32.6050 -12.5998 10.0183  0.084
131 C -31.4397 -12.9819 10.5644  -0.546
132 O -31.0000 -12.6419 11.6565  0.131
133 O -30.8645 -13.8741 9.7435  -0.007
134 H -31.0034 -13.9104 7.7005  0.102
135 H -31.6805 -15.2254 8.5472  0.135
136 H -33.6906 -14.0633 9.0543  0.133
137 H -33.2755 -12.8073 7.9948  0.116


[2]
# C9H9NO2

A single C9H9NO2 molecule at a distorted geometry (the ωB97M-V functional and the def2-TZVPD basis, the OMol25 dataset).

Values from the calculation:
Net charge   0
SMILES   Cc1ccc2c(c1)NC(=O)CO2
Kohn-Sham gap   8.8 eV
LUMO   0.0292 Ha
Energy relative to the best compared isomer or geometry (same formula, charge and spin)   3.077 eV

Each line ends with the natural charge from an NBO analysis.
Geometry (Å):
1 C 3.0160 1.0436 -1.2907  -0.642
2 C 1.9631 0.2892 -0.6225  -0.005
3 C 1.9932 0.0126 0.8238  -0.201
4 C 0.8599 -0.3758 1.5279  -0.254
5 C -0.3711 -0.3669 0.8994  0.282
6 C -2.8052 -0.7286 1.3265  -0.113
7 C -3.1259 -0.3931 -0.1702  0.667
8 C -0.4472 -0.2948 -0.5139  0.123
9 C 0.6882 0.0890 -1.2376  -0.248
10 H 3.2791 1.8932 -0.6324  0.220
11 H 3.8141 0.3313 -1.2254  0.230
12 H 2.7341 1.4674 -2.2203  0.225
13 H 2.8623 0.2872 1.3936  0.206
14 H 1.0833 -0.5914 2.4971  0.222
15 H -3.2521 -1.5415 1.7236  0.211
16 H -3.1601 0.2645 1.9497  0.185
17 H -2.1231 -0.3425 -1.8123  0.380
18 H 0.4799 0.2270 -2.2584  0.209
19 N -1.9080 -0.4419 -0.9434  -0.625
20 O -1.4425 -0.8102 1.5078  -0.504
21 O -4.1383 -0.0181 -0.7223  -0.567


[3]
# C4H7NOS2

A single C4H7NOS2 molecule at a distorted geometry (the ωB97M-V functional and the def2-TZVPD basis, the OMol25 dataset).

Values from the calculation:
Net charge   0
SMILES   CCSC(=O)/C=N\S
Kohn-Sham gap   8.8 eV
LUMO   -0.0108 Ha
Energy relative to the best compared isomer or geometry (same formula, charge and spin)   2.919 eV

Each line ends with the natural charge from an NBO analysis.
Geometry (Å):
1 C -2.2345 -0.6589 -1.7061  -0.650
2 C -0.9521 -0.9810 -0.8329  -0.567
3 C 0.8283 0.2852 0.6020  0.296
4 C 1.4365 1.6598 1.1573  0.004
5 H -2.9399 -0.6113 -0.7803  0.222
6 H -2.3199 -1.5981 -2.3478  0.224
7 H -2.3099 0.2480 -2.3841  0.233
8 H -0.1896 -1.4473 -1.3950  0.229
9 H -1.1992 -1.9071 -0.0556  0.237
10 H 0.6908 2.4653 0.7334  0.170
11 H 2.8539 -0.1685 2.0059  0.112
12 N 2.4293 2.0261 1.8351  -0.531
13 O 1.2783 -0.8519 0.7394  -0.569
14 S -0.6427 0.6264 -0.2187  0.326
15 S 3.2707 0.9133 2.6477  0.265


[4]
# C3H4ClF

A single C3H4ClF molecule at a distorted geometry (the ωB97M-V functional and the def2-TZVPD basis, the OMol25 dataset).

Values from the calculation:
Net charge   0
SMILES   F/C=C/CCl
Kohn-Sham gap   9.7 eV
LUMO   0.0282 Ha
Energy relative to the best compared isomer or geometry (same formula, charge and spin)   2.539 eV

Each line ends with the natural charge from an NBO analysis.
Geometry (Å):
1 C 1.1549 0.5063 0.1137  -0.489
2 C -0.3318 0.2330 -0.2911  -0.289
3 C -1.2072 -0.9023 0.0483  0.208
4 H 1.3629 1.4382 -0.4943  0.229
5 H 0.7674 0.8222 1.2714  0.248
6 H -0.6066 1.3062 -0.5001  0.199
7 H -0.7385 -1.8512 -0.0118  0.182
8 F -2.4542 -0.6424 -0.0446  -0.301
9 Cl 2.0531 -0.9100 -0.0916  0.014


[5]
# C17H17N4O5S2V

A molecular structure, C17H17N4O5S2V (the ωB97M-V functional and the def2-TZVPD basis, the OMol25 dataset).

Values from the calculation:
Net charge   +3
Kohn-Sham gap (spin up / spin down)   4.5 / 5.2 eV
Expectation value of S²   0.76
LUMO (spin up / spin down)   -0.4435 / -0.4184 Ha
Energy relative to the best compared isomer or geometry (same formula, charge and spin)   0.000 eV
2S+1   2

Each line ends with the natural charge from an NBO analysis.
Geometry (Å):
1 V 1.7251 -0.0116 -0.9517  1.375
2 O 4.0139 -3.2107 -2.0751  -0.539
3 C 3.4160 -2.0875 -2.0096  0.858
4 O 2.6412 -1.7587 -1.0818  -0.619
5 C 3.6663 -1.1223 -3.1273  -0.184
6 O 2.8908 0.0221 -2.7696  -0.531
7 C 2.3359 0.8397 -3.8433  -0.179
8 C 0.9302 1.1597 -3.3808  0.753
9 O -0.0324 1.3579 -4.0080  -0.367
10 O 0.9274 1.1287 -1.9520  -0.594
11 H 3.8304 -3.8191 -1.3319  0.553
12 H 3.3470 -1.5630 -4.0757  0.273
13 H 4.7315 -0.8827 -3.1884  0.282
14 H 2.3176 0.2898 -4.7822  0.262
15 H 2.9330 1.7467 -3.9432  0.270
16 S 3.2128 1.0537 0.3314  0.109
17 C 2.4265 2.3439 1.2251  -0.007
18 N 3.0665 2.9363 2.1899  -0.475
19 C 2.4305 4.1615 2.7261  -0.238
20 C 0.9479 4.0269 2.3909  -0.515
21 S 0.8832 2.9840 0.8831  0.441
22 H 4.0079 2.6713 2.4613  0.458
23 H 2.8930 5.0193 2.2358  0.251
24 H 2.6032 4.2219 3.7981  0.271
25 H 0.4878 4.9860 2.1666  0.290
26 H 0.3834 3.5198 3.1701  0.258
27 N -8.3594 -1.8739 1.0586  -0.170
28 C -7.2156 -1.7887 1.0234  0.212
29 C -5.7836 -1.6768 0.9770  -0.101
30 C -5.1206 -1.8174 -0.2411  -0.129
31 C -3.7413 -1.7104 -0.2905  -0.238
32 C -3.0611 -1.4524 0.8885  0.165
33 C -3.6941 -1.3150 2.1124  -0.238
34 C -5.0733 -1.4320 2.1513  -0.117
35 N -1.6165 -1.3236 0.8425  -0.280
36 C -0.7219 -1.9272 1.7222  -0.006
37 C 0.5166 -1.5731 1.3314  -0.059
38 N 0.4013 -0.7462 0.2087  -0.558
39 C -0.9343 -0.6228 -0.0357  0.264
40 H -5.6849 -2.0257 -1.1394  0.263
41 H -3.2164 -1.8596 -1.2252  0.231
42 H -3.1383 -1.1057 3.0170  0.239
43 H -5.6031 -1.3278 3.0878  0.263
44 H -1.0603 -2.5647 2.5218  0.282
45 H 1.4718 -1.8482 1.7444  0.259
46 H -1.3815 -0.0225 -0.8129  0.262


[6]
# C3H4O4S

A single C3H4O4S molecule at a distorted geometry (the ωB97M-V functional and the def2-TZVPD basis, the OMol25 dataset).

Values from the calculation:
Net charge   0
Kohn-Sham gap   11.5 eV
LUMO   0.0173 Ha
Energy relative to the best compared isomer or geometry (same formula, charge and spin)   0.443 eV

Each line ends with the natural charge from an NBO analysis.
Geometry (Å):
1 C -0.4912 1.1322 -0.0186  0.761
2 C 0.2234 -0.1860 -0.3395  -0.026
3 C 1.5912 -0.2442 0.3314  -0.614
4 O -0.0592 2.2259 -0.2143  -0.533
5 O -1.6792 0.8867 0.5383  -0.674
6 O -2.8945 -0.8180 -0.8496  -0.875
7 O -0.6119 -1.2159 0.1246  -0.698
8 S -2.1804 -0.7528 0.3786  1.760
9 H 0.3341 -0.2546 -1.4316  0.216
10 H 2.0547 -1.2053 0.1341  0.226
11 H 1.4969 -0.1173 1.4078  0.218
12 H 2.2160 0.5493 -0.0611  0.238


[7]
# C20H27FN3O7PTeV

A molecular structure, C20H27FN3O7PTeV (the ωB97M-V functional and the def2-TZVPD basis, the OMol25 dataset).

Values from the calculation:
Net charge   +2
Kohn-Sham gap (spin up / spin down)   7.0 / 7.7 eV
Expectation value of S²   0.79
LUMO (spin up / spin down)   -0.2755 / -0.2533 Ha
Energy relative to the best compared isomer or geometry (same formula, charge and spin)   1.177 eV
2S+1   2

Each line ends with the natural charge from an NBO analysis.
Geometry (Å):
1 V -1.0355 -0.7175 -1.3219  1.483
2 C 5.0041 1.4708 2.5157  -0.629
3 C 4.6562 2.1638 1.2070  -0.024
4 C 4.7559 3.6783 1.2495  -0.414
5 C 3.7586 4.2550 2.2418  -0.437
6 C 2.3758 3.7334 1.9655  -0.015
7 C 1.2630 4.4188 2.3855  -0.190
8 C -0.0254 3.9447 2.1091  0.432
9 F -1.0547 4.6538 2.5549  -0.283
10 C -0.2471 2.8044 1.3962  -0.241
11 C 0.8715 2.0828 0.9469  -0.124
12 C 0.7224 0.8940 0.1766  0.471
13 O -0.4976 0.4743 -0.1087  -0.637
14 C 1.8399 0.1976 -0.2577  -0.313
15 C 3.0951 0.6769 0.1082  0.188
16 N 3.2608 1.7792 0.8094  -0.282
17 C 2.1767 2.5321 1.2440  0.244
18 C 1.7865 -1.0449 -1.0829  0.820
19 O 2.6997 -1.8042 -1.1988  -0.538
20 O 0.6180 -1.2002 -1.7371  -0.659
21 H 6.0147 1.7487 2.8123  0.250
22 H 4.9715 0.3870 2.4052  0.227
23 H 4.3217 1.7517 3.3177  0.221
24 H 5.2888 1.7818 0.4060  0.229
25 H 4.5719 4.0828 0.2517  0.227
26 H 5.7752 3.9474 1.5234  0.253
27 H 3.7471 5.3429 2.1844  0.254
28 H 4.0437 4.0030 3.2661  0.241
29 H 1.3670 5.3468 2.9335  0.258
30 H -1.2503 2.4666 1.1833  0.257
31 H 3.9851 0.1359 -0.1872  0.257
32 C -3.3836 -4.3075 -4.3008  -0.639
33 C -2.9364 -2.8711 -4.2624  -0.052
34 O -3.9261 -2.0769 -3.5142  -0.823
35 P -3.6679 -1.4255 -2.1284  2.038
36 O -2.5256 -0.3248 -2.2959  -0.988
37 Te -2.5352 -2.6198 -0.3835  0.168
38 O -5.0051 -0.7952 -1.7024  -0.825
39 C -5.9506 -0.0604 -2.5908  -0.054
40 C -5.6933 1.4175 -2.4956  -0.644
41 H -2.6981 -4.8792 -4.9265  0.246
42 H -4.3842 -4.3888 -4.7222  0.239
43 H -3.3848 -4.7481 -3.3036  0.217
44 H -2.9009 -2.4131 -5.2471  0.220
45 H -1.9586 -2.7581 -3.7866  0.177
46 H -6.9246 -0.3458 -2.2055  0.221
47 H -5.8331 -0.4547 -3.5974  0.204
48 H -5.7781 1.7643 -1.4672  0.230
49 H -6.4418 1.9380 -3.0938  0.250
50 H -4.7096 1.6811 -2.8843  0.215
51 C -1.2428 -3.5074 3.0618  -0.414
52 N 0.0953 -3.7720 2.5680  -0.600
53 C 0.5984 -3.1684 1.4743  0.803
54 N 1.8799 -3.4467 1.1482  -0.817
55 O -0.0794 -2.3540 0.8075  -0.783
56 H -1.3040 -3.8471 4.0920  0.234
57 H -2.0029 -4.0366 2.4832  0.194
58 H -1.4492 -2.4387 3.0347  0.216
59 H 0.6545 -4.4515 3.0538  0.408
60 H 2.3906 -4.1709 1.6226  0.406
61 H 2.2369 -3.1265 0.2624  0.426


Number 1: E_tot -15516.6867 hartree. Number 2: E_tot -553.5029 hartree. Number 3: E_tot -1082.8875 hartree. Number 4: E_tot -676.6482 hartree. Number 5: E_tot -2992.6724 hartree. Number 6: E_tot -815.8566 hartree. Number 7: E_tot -3122.2190 hartree.